{"formula": "C27H30N2O10S", "method": "ωB97M-V/def2-TZVPD", "symbols": ["O", "C", "O", "C", "C", "C", "C", "C", "C", "C", "C", "C", "C", "S", "C", "N", "N", "C", "O", "C", "O", "C", "O", "O", "H", "H", "H", "H", "H", "H", "H", "H", "H", "H", "H", "H", "H", "H", "H", "H", "H", "H", "H", "H", "H", "H", "O", "C", "C", "C", "C", "O", "C", "C", "H", "H", "H", "H", "O", "C", "C", "C", "C", "O", "C", "C", "H", "H", "H", "H"], "xyz": [[5.80549, -1.38515, 2.28622], [5.88752, -0.63193, 3.38610], [5.78681, 0.83508, 3.44656], [4.55631, 1.33143, 2.78799], [4.96590, 1.61531, 1.19928], [3.88332, 2.54504, 0.39266], [2.61583, 1.82079, -0.39325], [2.95912, 0.33939, -1.00215], [1.57888, -0.37611, -1.61877], [1.03219, -1.61337, -0.64789], [0.73094, -1.01601, 0.88108], [-0.30079, -1.94818, 1.74854], [-1.87863, -1.83119, 1.32732], [-2.30946, -0.36768, 0.24002], [-2.49681, 1.11958, 1.40841], [-1.71505, 1.43450, 2.69628], [-2.11340, 2.59276, 3.35599], [-3.20609, 3.12718, 2.45550], [-3.45104, 2.25638, 1.28657], [3.05639, 3.70898, 1.26438], [3.92827, 4.87213, 1.48778], [5.00935, 4.62778, 0.47567], [6.18560, 5.24038, 0.32077], [4.67870, 3.48917, -0.44458], [6.12022, -1.19509, 4.41012], [4.26985, 2.33444, 3.36634], [3.63257, 0.61923, 2.88688], [6.03494, 2.14349, 1.25608], [5.17940, 0.57004, 0.67000], [1.71585, 1.84408, 0.37159], [2.27696, 2.52645, -1.29436], [3.81192, 0.38274, -1.83672], [3.32110, -0.39639, -0.14733], [0.73073, 0.45245, -1.60923], [1.75985, -0.74167, -2.72430], [0.09804, -2.11439, -1.14183], [1.93899, -2.38868, -0.59755], [1.78441, -1.08585, 1.43671], [0.46357, 0.13381, 0.87581], [-0.16201, -1.69508, 2.89905], [0.02631, -3.08153, 1.62823], [-2.21210, -2.87373, 0.85250], [-2.49261, -1.76608, 2.35031], [-3.76542, 4.14137, 2.71235], [2.31395, 4.12002, 0.43440], [2.33424, 3.33992, 2.11341], [0.25735, -1.78166, -3.78070], [-0.16782, -1.74185, -4.92706], [-0.08542, -2.91682, -5.81693], [-0.54825, -2.87169, -7.06996], [-1.16302, -1.64613, -7.61757], [-1.58819, -1.60633, -8.76394], [-1.24542, -0.47116, -6.72770], [-0.78260, -0.51630, -5.47468], [0.36754, -3.80849, -5.40031], [-0.49492, -3.72421, -7.73600], [-1.69839, 0.42050, -7.14433], [-0.83592, 0.33622, -4.80864], [-7.88677, 0.45283, 3.49306], [-7.18731, -0.39723, 2.95953], [-7.46397, -1.83699, 3.13210], [-6.69790, -2.76503, 2.55055], [-5.54353, -2.39075, 1.70962], [-4.84407, -3.24082, 1.17609], [-5.26687, -0.95100, 1.53706], [-6.03295, -0.02296, 2.11860], [-8.31467, -2.09541, 3.75124], [-6.88653, -3.82522, 2.66746], [-4.41617, -0.69258, 0.91791], [-5.84432, 1.03723, 2.00169]], "atomic_forces_ev_per_a": [[0.1, 5.2, 6.7], [0.1, -2.7, -4.6], [-1.4, -4.0, -0.2], [-0.5, 1.2, -1.2], [0.4, -0.3, 0.7], [-1.2, 1.2, 1.1], [0.9, 0.2, -0.7], [-0.6, -0.8, 0.2], [-0.1, 0.4, 0.4], [0.9, 1.0, -0.2], [1.2, -0.8, 0.1], [0.7, 0.1, 0.2], [0.2, -1.4, 2.4], [0.2, 1.4, 1.4], [1.4, 3.6, 5.5], [-2.4, -0.8, -3.7], [-5.0, -0.3, -6.9], [3.2, -2.6, 1.7], [2.5, -0.3, 3.2], [-1.9, -0.4, -2.4], [3.1, -2.6, -2.7], [4.9, 1.5, -1.4], [-8.5, -3.7, 1.5], [-0.3, 1.9, 3.4], [-0.4, 1.8, -2.0], [0.9, -2.2, -1.4], [2.0, 1.0, -0.1], [-2.5, -0.8, -0.2], [-0.7, 2.3, 1.1], [1.8, -0.5, -1.5], [0.9, -1.4, 2.0], [-1.9, 0.1, 1.9], [-0.5, 1.7, -1.7], [1.6, -1.7, -0.3], [-0.4, 0.8, 2.6], [1.8, 1.0, 1.0], [-2.2, 1.4, 0.0], [-2.3, 0.2, -1.0], [0.2, -2.5, 0.0], [-0.5, -0.4, -2.5], [-0.7, 2.4, 0.1], [0.4, 2.8, 0.4], [1.2, 0.0, -2.4], [1.0, -2.6, -1.3], [1.2, -1.0, 1.7], [2.2, 1.0, -1.0], [-0.5, -0.2, -0.9], [0.3, -0.1, 0.7], [-0.1, -0.2, -0.4], [0.2, -0.2, 0.4], [-0.3, 0.0, -0.9], [0.3, 0.0, 0.8], [0.1, 0.2, 0.4], [-0.2, 0.2, -0.3], [0.0, 0.0, 0.0], [0.0, 0.0, 0.0], [0.0, -0.1, 0.0], [0.0, 0.0, 0.0], [0.4, -0.6, -0.3], [-0.5, 0.7, 0.4], [0.1, -0.5, -0.1], [-0.4, 0.1, 0.3], [0.4, -0.4, -0.3], [-0.4, 0.4, 0.3], [-0.3, 0.4, 0.2], [0.3, -0.2, -0.2], [0.0, 0.0, 0.0], [0.0, 0.0, 0.0], [-0.4, -0.1, 0.1], [0.0, 0.0, 0.0]], "e_homo_ev": -9.17, "gap_ha": 0.26797, "smiles": "O=COCC[C@@]1(CCCCCCCSc2nnco2)COC(=O)O1.O=C1C=CC(=O)C=C1.O=C1C=CC(=O)C=C1", "lumo_energy_ev": -1.88}